(1)
10
Properties=species:S:1:pos:R:3 method="wB97M-V/def2-TZVPD" smiles="COC(=O)NI" e_above_lowest_kj_mol=177.2 orbital_gap_ev=8.4 lumo_energy_ev=-1.3
C 0.63 -1.23 1.13
O 0.28 -0.77 -0.13
C -0.52 0.78 -0.24
O -0.81 1.46 0.67
N -0.61 1.00 -1.54
I -1.35 2.77 -2.33
H 0.47 -0.59 2.01
H 1.82 -1.40 1.18
H 0.16 -2.29 1.36
H -0.08 0.28 -2.09



(2)
23
Properties=species:S:1:pos:R:3 method="wB97M-V/def2-TZVPD" e_above_lowest_kj_mol=867.3 orbital_gap_ev=8.8 total_charge=+1 lumo_energy_ev=-5.3
H -4.26 0.77 2.15
N -4.02 0.93 1.22
N -2.86 1.19 0.93
C -1.61 1.40 1.06
O -0.87 2.34 1.32
N -0.83 0.02 0.65
O -1.59 -0.85 -0.15
C -1.39 -2.30 -0.08
N 0.48 0.32 0.24
O 1.47 -0.44 0.83
C 2.78 0.26 0.72
O 0.77 0.25 -1.11
C -0.04 1.20 -1.81
H -1.71 -2.81 -0.96
H -1.96 -2.71 0.86
H -0.42 -2.62 -0.16
H 0.48 1.32 0.80
H 3.31 -0.38 1.42
H 2.55 1.18 1.19
H 2.89 0.23 -0.36
H 0.20 1.12 -2.77
H 0.04 2.31 -1.61
H -1.17 1.08 -1.74



(3)
74
Properties=species:S:1:pos:R:3 method="wB97M-V/def2-TZVPD" e_above_lowest_kj_mol=0.0 orbital_gap_ev="6.2 / 6.2" total_charge=+1 lumo_energy_ev="-5.0 / -4.9"
Ce -0.34 -0.13 -0.30
C 2.04 2.28 -0.32
C 1.33 3.10 -1.34
C 1.49 4.48 -1.40
C 0.85 5.22 -2.38
C 0.03 4.58 -3.30
C -0.16 3.21 -3.26
C -1.07 2.57 -4.27
C 0.50 2.47 -2.27
N 0.30 1.04 -2.21
C 0.78 0.39 -3.33
O 1.49 0.82 -4.21
C 0.35 -1.04 -3.41
C 0.47 -1.79 -4.57
C -0.03 -3.09 -4.57
C -0.59 -3.60 -3.41
C -0.62 -2.80 -2.29
N -0.18 -1.54 -2.30
C -1.17 -3.27 -0.98
O -1.46 -4.43 -0.80
N -1.26 -2.23 -0.09
C -1.83 -2.49 1.20
C -1.24 -3.35 2.13
C -0.04 -4.18 1.81
C -1.83 -3.44 3.39
C -2.96 -2.71 3.72
C -3.56 -1.90 2.77
C -3.01 -1.80 1.50
C -3.69 -0.99 0.43
H 2.87 2.82 0.15
H 2.46 1.38 -0.77
H 1.36 2.02 0.49
H 2.14 4.97 -0.68
H 1.00 6.29 -2.44
H -0.46 5.16 -4.07
H -1.76 3.30 -4.68
H -1.66 1.76 -3.83
H -0.50 2.14 -5.10
H 0.93 -1.34 -5.43
H 0.02 -3.69 -5.47
H -0.99 -4.61 -3.34
H 0.70 -3.62 1.23
H -0.32 -5.04 1.19
H 0.43 -4.56 2.72
H -1.38 -4.09 4.13
H -3.39 -2.80 4.71
H -4.47 -1.37 3.00
H -4.67 -0.62 0.76
H -3.83 -1.56 -0.49
H -3.11 -0.09 0.19
Br 5.28 0.30 0.25
C 4.54 -0.65 1.70
C 5.18 -0.56 2.93
C 4.66 -1.21 4.03
C 3.49 -1.95 3.93
C 2.85 -2.06 2.70
C 3.39 -1.42 1.59
I 2.47 -1.70 -0.25
H 6.08 0.03 3.01
H 5.18 -1.15 4.98
H 3.07 -2.44 4.79
H 1.94 -2.63 2.61
S 0.32 0.35 2.19
C -0.71 1.75 1.88
C -2.08 1.57 1.73
C -2.91 2.66 1.43
C -2.36 3.92 1.31
C -0.99 4.11 1.50
C -0.17 3.04 1.78
H -2.51 0.61 1.94
H -3.98 2.52 1.32
H -3.00 4.77 1.10
H -0.57 5.11 1.43
H 0.89 3.18 1.91



(4)
89
Properties=species:S:1:pos:R:3 method="wB97M-V/def2-TZVPD" orbital_gap_ev=8.5 total_charge=+1 lumo_energy_ev=-3.0
O -3.29 1.04 -1.68
O -1.90 0.98 -3.77
C -4.46 0.58 -1.00
C -4.27 0.28 0.47
H -4.77 -0.31 -1.55
H -5.23 1.36 -1.13
H -3.33 -0.24 0.68
H -5.09 -0.36 0.81
H -4.31 1.20 1.07
C -2.78 2.32 -1.19
C -3.46 3.47 -1.87
H -1.70 2.31 -1.40
H -2.92 2.35 -0.10
H -3.26 3.48 -2.94
H -3.08 4.41 -1.44
H -4.55 3.43 -1.70
C -0.97 1.71 -4.60
C -3.03 0.51 -4.54
C -0.06 2.52 -3.73
H -1.55 2.36 -5.27
H -0.41 1.00 -5.23
H -0.63 3.22 -3.11
H 0.60 3.12 -4.37
H 0.57 1.89 -3.09
C -4.06 1.59 -4.79
H -3.46 -0.33 -3.98
H -2.65 0.13 -5.50
H -4.44 1.99 -3.85
H -4.89 1.14 -5.34
H -3.65 2.39 -5.40
H -1.75 0.35 -2.24
In 0.76 -1.29 0.09
C -0.84 -0.41 -1.62
Si -0.88 -2.03 -2.61
H 0.03 0.24 -1.74
H -1.29 -0.37 -0.61
C -2.64 -2.66 -2.49
C 0.24 -3.50 -2.19
C -0.36 -1.72 -4.40
C 0.91 -3.34 0.88
Si 1.55 -3.78 2.59
H 1.52 -3.89 0.15
H -0.11 -3.76 0.79
C 1.59 -5.65 2.75
C 0.47 -3.11 3.97
C 3.31 -3.14 2.80
H 0.09 -2.64 -4.81
H 0.41 -0.94 -4.47
H -1.19 -1.45 -5.05
H -2.74 -3.30 -1.60
H -2.89 -3.27 -3.37
H -3.37 -1.85 -2.41
H -0.17 -4.13 -1.39
H 1.27 -3.21 -1.92
H 0.32 -4.13 -3.10
H -0.54 -3.55 3.92
H 0.36 -2.01 3.91
H 0.89 -3.36 4.95
H 3.45 -2.64 3.77
H 3.57 -2.42 2.01
H 4.02 -3.97 2.74
H 1.98 -5.96 3.74
H 2.23 -6.10 1.98
H 0.58 -6.08 2.65
Se 2.80 0.37 -0.06
P 2.15 1.03 1.97
Se 0.11 0.20 2.22
C 3.32 0.42 3.22
C 2.88 0.29 4.55
C 3.79 -0.10 5.54
C 5.12 -0.36 5.21
C 5.55 -0.24 3.88
C 4.66 0.14 2.89
C 2.13 2.83 2.25
C 0.92 3.55 2.22
C 0.90 4.88 2.63
C 2.08 5.51 3.04
C 3.29 4.82 3.01
C 3.33 3.48 2.61
H 1.84 0.50 4.80
H 3.45 -0.18 6.57
H 5.83 -0.64 5.99
H 6.59 -0.45 3.62
H 4.98 0.22 1.84
H 0.01 3.04 1.91
H -0.05 5.43 2.64
H 2.05 6.55 3.37
H 4.22 5.32 3.30
H 4.27 2.93 2.58



(5)
15
Properties=species:S:1:pos:R:3 method="wB97M-V/def2-TZVPD" spin_multiplicity=2 e_above_lowest_kj_mol=208.0 orbital_gap_ev="6.3 / 6.8" total_charge=-1 lumo_energy_ev="4.3 / 4.0"
O 1.28 -0.94 -1.32
C 1.22 0.15 -0.57
C 0.37 0.23 0.52
C 0.31 1.37 1.52
N -0.45 -0.91 1.01
H 1.97 0.93 -0.84
H -1.30 0.64 -0.29
H 0.90 1.10 2.40
H 0.74 2.30 1.05
H -0.69 1.60 1.93
H -1.26 -0.99 0.31
H 0.08 -1.72 0.74
H -1.59 -1.57 -2.66
H -0.32 -1.08 -1.86
O -1.27 -1.10 -1.93



(6)
16
Properties=species:S:1:pos:R:3 method="wB97M-V/def2-TZVPD" e_above_lowest_kj_mol=546.2 orbital_gap_ev=9.3 lumo_energy_ev=0.8
C 2.99 -0.16 -0.05
O 1.74 0.46 -0.19
C 0.69 -0.24 0.44
C -0.59 0.52 0.12
O -1.58 -0.40 -0.37
C -2.68 0.20 -0.83
H 3.71 0.45 -0.62
H 3.31 -0.21 1.00
H 2.99 -1.18 -0.47
H 0.61 -1.27 0.06
H 0.87 -0.30 1.53
H -1.00 1.05 0.99
H -0.37 1.25 -0.67
H -3.89 -0.20 0.35
H -3.55 0.57 0.13
H -3.25 -0.55 -1.41



(7)
257
Properties=species:S:1:pos:R:3 method="wB97M-V/def2-TZVPD" orbital_gap_ev=9.3 lumo_energy_ev=0.3
C -7.43 -4.51 15.04
O -6.49 -3.71 14.41
C -5.34 -3.38 15.22
C -5.72 -2.78 16.62
O -6.23 -3.72 17.45
C -5.31 -4.71 18.07
C -5.97 -5.86 18.84
O -7.06 -6.37 18.09
C -7.47 -7.78 18.28
H -7.04 -5.41 15.51
H -8.17 -4.81 14.30
H -7.95 -3.94 15.81
H -4.79 -2.68 14.61
H -4.50 -4.07 15.11
H -6.45 -1.98 16.51
H -4.84 -2.34 17.09
H -4.63 -4.36 18.85
H -4.66 -5.19 17.35
H -6.53 -5.57 19.72
H -5.24 -6.63 19.09
H -8.30 -8.16 17.68
H -7.83 -8.06 19.27
H -6.56 -8.32 18.03
C -14.17 -13.06 4.55
O -13.28 -13.74 5.42
C -13.90 -13.93 6.75
C -12.87 -14.55 7.68
O -12.50 -13.60 8.74
C -11.47 -12.61 8.32
C -11.19 -11.43 9.31
O -11.69 -10.18 8.65
C -11.03 -8.92 8.96
H -14.75 -12.22 4.95
H -14.88 -13.80 4.18
H -13.54 -12.78 3.71
H -14.67 -14.66 6.49
H -14.33 -12.98 7.03
H -11.98 -14.91 7.17
H -13.29 -15.48 8.05
H -11.85 -12.26 7.36
H -10.62 -13.21 8.01
H -10.13 -11.35 9.54
H -11.67 -11.43 10.29
H -9.95 -8.78 8.88
H -11.39 -8.60 9.94
H -11.30 -8.16 8.23
C -2.31 1.81 10.00
O -3.07 1.07 9.09
C -4.22 0.36 9.59
C -4.54 -0.72 8.62
O -5.62 -1.58 8.88
C -5.32 -2.61 9.81
C -6.52 -3.46 9.97
O -6.20 -4.72 10.49
C -7.42 -5.59 10.51
H -1.92 1.16 10.79
H -2.94 2.60 10.41
H -1.61 2.31 9.33
H -4.98 1.13 9.75
H -4.06 -0.16 10.54
H -3.69 -1.34 8.32
H -4.96 -0.15 7.79
H -5.20 -2.02 10.72
H -4.45 -3.21 9.55
H -6.96 -3.48 8.97
H -7.12 -2.94 10.72
H -7.12 -6.60 10.78
H -7.86 -5.74 9.52
H -8.28 -5.27 11.09
C -12.25 -6.91 12.85
O -11.42 -6.93 14.03
C -10.07 -7.29 13.80
C -9.26 -7.67 15.14
O -9.76 -8.82 15.71
C -9.63 -9.97 14.91
C -10.45 -11.08 15.56
O -10.25 -12.46 14.90
C -9.11 -13.18 15.40
H -11.74 -6.62 11.93
H -12.94 -6.13 13.18
H -12.86 -7.80 12.70
H -9.45 -6.48 13.40
H -10.08 -8.08 13.05
H -9.35 -6.89 15.90
H -8.19 -7.69 14.94
H -8.57 -10.22 14.84
H -9.82 -9.87 13.84
H -11.53 -10.93 15.50
H -10.20 -11.17 16.62
H -8.21 -12.60 15.21
H -8.97 -14.17 14.97
H -9.21 -13.44 16.45
C -14.21 2.27 8.86
O -13.93 1.18 9.87
C -14.41 1.48 11.20
C -14.13 0.11 11.81
O -14.44 0.17 13.14
C -14.20 -1.06 13.87
C -12.76 -1.73 13.81
O -12.49 -2.77 14.70
C -11.23 -3.39 14.60
H -14.79 3.06 9.33
H -14.70 1.82 8.00
H -13.28 2.69 8.46
H -15.47 1.71 11.15
H -13.87 2.24 11.77
H -13.08 -0.12 11.65
H -14.71 -0.57 11.18
H -14.95 -1.74 13.46
H -14.35 -0.95 14.95
H -12.02 -0.93 13.89
H -12.79 -1.93 12.74
H -11.16 -4.04 13.73
H -11.10 -4.10 15.42
H -10.32 -2.80 14.60
C -10.41 -13.55 11.94
O -9.74 -13.80 10.67
C -8.47 -14.39 10.79
C -7.77 -14.14 9.41
O -7.46 -12.78 9.13
C -7.17 -12.55 7.77
C -7.15 -11.01 7.65
O -5.84 -10.52 8.12
C -5.57 -9.13 7.92
H -10.60 -14.47 12.50
H -11.43 -13.17 11.90
H -9.77 -12.89 12.52
H -8.62 -15.44 11.05
H -7.69 -13.99 11.45
H -8.37 -14.59 8.61
H -6.85 -14.73 9.49
H -7.89 -13.08 7.15
H -6.14 -12.85 7.63
H -7.92 -10.52 8.24
H -7.29 -10.78 6.59
H -6.25 -8.38 8.34
H -5.48 -8.93 6.85
H -4.56 -9.07 8.32
C -5.79 -18.63 11.56
O -4.95 -17.84 12.32
C -5.45 -16.49 12.36
C -4.39 -15.68 13.06
O -4.70 -15.14 14.34
C -4.38 -15.97 15.43
C -5.66 -16.79 15.84
O -6.72 -15.95 16.20
C -7.88 -16.62 16.50
H -5.07 -19.31 11.11
H -6.38 -18.15 10.78
H -6.42 -19.13 12.30
H -6.46 -16.42 12.78
H -5.60 -16.14 11.33
H -4.13 -14.80 12.46
H -3.48 -16.27 12.96
H -4.19 -15.26 16.24
H -3.40 -16.42 15.26
H -5.58 -17.74 16.38
H -6.01 -17.28 14.93
H -8.35 -16.88 15.56
H -8.37 -15.72 16.88
H -7.85 -17.44 17.22
C -14.00 -15.99 16.75
O -13.84 -16.26 17.95
N -12.91 -15.69 15.96
C -13.22 -15.13 14.63
C -11.52 -15.46 16.50
H -14.96 -15.98 16.21
H -12.57 -15.68 13.95
H -12.98 -14.07 14.74
H -14.26 -15.29 14.34
H -10.72 -16.04 16.02
H -11.28 -14.42 16.26
H -11.37 -15.58 17.57
C -9.43 -12.58 20.63
O -9.47 -13.72 21.17
N -8.53 -12.20 19.68
C -8.50 -10.84 19.20
C -7.46 -13.13 19.20
H -10.08 -11.76 20.93
H -9.36 -10.28 19.56
H -8.39 -10.87 18.11
H -7.56 -10.42 19.55
H -7.18 -13.05 18.15
H -6.59 -12.68 19.68
H -7.63 -14.15 19.53
C -12.70 -8.93 18.31
O -11.54 -8.62 18.17
N -13.26 -10.14 18.62
C -12.59 -11.37 18.90
C -14.70 -10.07 19.16
H -13.50 -8.18 18.19
H -13.37 -12.12 18.76
H -12.35 -11.54 19.95
H -11.65 -11.57 18.40
H -15.07 -9.09 18.84
H -15.28 -10.92 18.82
H -14.67 -10.07 20.25
C -11.51 -3.49 8.66
O -10.56 -4.30 8.83
N -12.78 -3.73 9.13
C -13.87 -2.73 9.38
C -12.83 -4.90 9.99
H -11.42 -2.54 8.10
H -13.81 -2.52 10.45
H -14.88 -3.14 9.30
H -13.76 -1.84 8.77
H -12.31 -4.74 10.93
H -13.88 -5.12 10.18
H -12.49 -5.82 9.51
C -15.28 -8.43 13.84
O -15.07 -8.50 12.63
N -15.58 -9.38 14.75
C -16.11 -8.97 16.09
C -15.60 -10.77 14.43
H -15.33 -7.42 14.29
H -15.92 -7.93 16.36
H -15.67 -9.59 16.86
H -17.19 -9.05 16.25
H -15.32 -10.83 13.38
H -14.98 -11.29 15.17
H -16.61 -11.15 14.56
C -14.59 -5.72 18.66
O -15.57 -6.36 18.29
N -13.47 -5.56 17.92
C -12.24 -5.20 18.54
C -13.39 -5.90 16.46
H -14.57 -5.36 19.70
H -12.18 -5.17 19.63
H -11.99 -4.17 18.29
H -11.34 -5.76 18.28
H -12.95 -5.09 15.87
H -12.74 -6.77 16.39
H -14.24 -6.44 16.05
C -17.22 -5.50 13.52
O -18.22 -5.87 12.95
N -16.42 -4.50 13.14
C -15.31 -4.27 14.08
C -16.53 -3.59 11.95
H -16.81 -6.03 14.39
H -14.35 -4.03 13.62
H -15.08 -5.14 14.69
H -15.55 -3.46 14.77
H -15.52 -3.67 11.55
H -17.21 -3.95 11.18
H -17.02 -2.74 12.44
C -7.76 -9.99 11.13
O -8.76 -9.21 11.12
N -6.64 -9.91 11.91
C -5.60 -10.91 11.78
C -6.27 -8.74 12.73
H -7.72 -10.87 10.47
H -4.64 -10.65 11.33
H -5.83 -11.73 11.11
H -5.40 -11.36 12.76
H -5.22 -8.48 12.57
H -6.88 -7.84 12.81
H -6.33 -9.18 13.72